34
Properties=species:S:1:pos:R:3:lowdin_charge:R:1 method="wB97M-V/def2-TZVPD" energy_ha=-1142.31109 smiles="CCCC[C@@H]1C[C@H](CSc2ncn[nH]2)OC1=O" homo_energy_ha=-0.32573
S 2.2213 0.8312 -1.4068 1.00
O 1.3304 0.6947 1.4904 0.04
O 0.3157 -1.2795 1.5002 0.13
N 4.1210 -0.1365 0.2936 0.08
N 3.8803 -2.3413 0.0400 0.05
N 2.9909 -1.6982 -0.7289 0.02
C 4.5291 -1.3743 0.6378 -0.22
C -4.3437 -0.5123 -0.5048 -0.11
C -0.8129 0.6467 0.5098 -0.20
C 3.1495 -0.3693 -0.5610 -0.68
C -1.2760 -0.0285 -0.7885 -0.17
C 2.3064 2.1490 -0.1478 -0.36
C -3.2684 -1.3475 0.1815 -0.26
C 0.3036 -0.1198 1.2048 -0.45
C -1.9437 -1.3885 -0.5821 -0.21
C -0.2192 2.0413 0.2900 -0.09
C 1.1984 1.9732 0.8922 -0.34
H -2.1230 -1.8259 -1.5674 0.11
H -0.1617 2.2718 -0.7741 0.11
H -3.1031 -0.9745 1.1937 0.10
H -1.9694 0.6471 -1.2926 0.11
H -1.6543 0.6810 1.2072 0.15
H -1.2551 -2.0408 -0.0443 0.10
H 5.3206 -1.5450 1.3368 0.10
H -0.8081 2.8156 0.7783 0.12
H -0.4108 -0.1577 -1.4434 0.08
H -4.4759 -0.8358 -1.5352 0.07
H -4.0867 0.5442 -0.5056 0.06
H 3.2896 2.0604 0.3120 0.07
H 2.3243 -2.2007 -1.2925 0.15
H -5.2937 -0.6248 0.0126 0.07
H 2.2028 3.1007 -0.6648 0.09
H 1.3501 2.7184 1.6828 0.15
H -3.6283 -2.3742 0.2760 0.11



32
Properties=species:S:1:pos:R:3:lowdin_charge:R:1 method="wB97M-V/def2-TZVPD" energy_ha=-648.17988 total_charge=+1 homo_energy_ha=-0.41597
N 1.6955 2.2007 0.3138 0.23
N -0.5613 2.0946 -0.1809 0.23
N -1.9201 -1.3927 0.5419 0.08
N 0.2447 1.2517 1.7635 0.06
C -1.7518 0.5756 -2.5592 -0.12
C -0.2575 -1.0819 -0.9277 -0.16
C 0.2776 -0.6263 -2.1437 -0.02
C 0.4590 1.8321 0.5989 -0.46
C -0.7951 -2.1080 0.9792 -0.05
C -0.4293 0.2571 -2.9343 -0.09
C 1.5778 -2.5232 0.2728 -0.04
C -2.4184 -0.1069 -1.5680 -0.02
C 1.2268 1.1012 2.8079 -0.04
C 0.2763 -1.7900 0.1990 -0.24
C -1.6199 -0.8464 -0.6765 -0.24
H 2.0031 2.6619 -0.5295 0.14
H -1.4858 1.8637 0.1356 0.13
H 1.2820 -0.9525 -2.3779 0.11
H 2.1050 0.5769 2.4520 0.08
H -2.8016 -1.7215 0.8837 0.15
H -0.0036 0.5662 -3.8725 0.10
H 0.8298 0.5108 3.6344 0.10
H 1.4783 -3.4359 0.8594 0.08
H 2.3459 -1.8983 0.7260 0.07
H 1.9803 -2.8697 -0.6803 0.08
H -2.3269 1.1888 -3.2471 0.11
H -3.4362 0.1219 -1.2729 0.12
H -0.6891 0.9338 1.9598 0.15
H 2.4935 1.6942 0.6600 0.12
H -0.5268 2.2241 -1.1815 0.12
H -0.7747 -2.3173 2.0440 0.13
H 1.5223 2.0149 3.3200 0.10